Density functional theory data (the ωB97M-V functional and the def2-TZVPD basis) for a cluster of 2 separate species, C4H11NS in total at a distorted geometry.

Each line ends with the Löwdin charge.
Geometry (Å):
1 C -2.524 1.197 -2.102  -0.088
2 N -2.316 0.239 -1.314  -0.094
3 C -1.517 -0.863 -1.787  -0.165
4 H -3.283 1.966 -1.975  0.061
5 H -2.149 1.218 -3.136  0.069
6 H -1.859 -1.669 -1.116  0.074
7 H -0.485 -0.661 -1.456  0.074
8 H -1.465 -1.118 -2.855  0.078
9 C 3.486 0.136 1.609  -0.360
10 S 1.666 0.634 1.813  0.724
11 C 0.093 -0.207 1.867  -0.494
12 H 4.040 1.082 1.639  0.031
13 H 3.540 -0.265 0.601  0.012
14 H 3.722 -0.507 2.441  0.010
15 H -0.160 -0.747 2.794  0.027
16 H -0.574 0.632 1.719  0.017
17 H -0.216 -1.068 1.257  0.025

Energy above the lowest of the compared OMol25 structures with the same formula, charge and spin = 2.896 eV
Maximum force = 3.133 eV Å⁻¹
Lowest unoccupied orbital energy = 0.0326 Ha
Multiplicity = 1
SMILES string = C=NC.CSC
HOMO energy = -8.26 eV